Version i
ORCA calculation (ωB97M-V/def2-TZVPD) on a structure of composition C7H6OS2.

HOMO-LUMO gap   8.42 eV
E_LUMO   0.27 eV
HOMO   -8.15 eV

Structure (ORCA input):
```
! RIJCOSX wB97M-V def2-TZVPD def2/J DEFGRID3
* xyz 0 1
C -1.943 -1.634 -0.859
C -1.201 -0.502 -0.192
C 0.179 -0.391 -0.514
C 0.757 0.697 0.157
C 2.018 1.354 0.111
C 2.161 2.185 1.331
C -0.141 1.443 0.965
H -1.135 -3.468 -0.621
H -2.482 -2.090 0.069
H -2.671 -1.175 -1.687
H 0.833 -0.982 -1.192
H 2.869 0.935 -0.390
H 2.999 2.787 1.579
O -1.080 -2.599 -1.521
S 0.674 2.656 1.966
S -1.836 0.784 0.797
*
```


Version ii
ORCA calculation (ωB97M-V/def2-TZVPD) on the molecule C7H6OS2.

HOMO-LUMO gap   8.10 eV
E_LUMO   -0.20 eV
HOMO   -8.31 eV

Structure (ORCA input):
```
! RIJCOSX wB97M-V def2-TZVPD def2/J DEFGRID3
* xyz 0 1
C -0.185 2.343 0.109
C 0.919 1.507 0.235
C -1.499 2.004 0.012
C 0.908 0.162 0.122
C -1.717 0.602 -0.156
C -0.874 -0.437 -0.089
C 1.697 -2.517 -0.368
O -3.115 -1.149 1.326
S 2.140 -0.918 0.441
S -2.666 -0.974 -0.047
H 0.029 3.400 0.047
H 1.904 1.753 -0.005
H -2.375 2.667 0.203
H 1.380 -2.119 -1.466
H 0.876 -3.151 0.152
H 2.577 -3.171 -0.516
*
```


Stability summary: most stable version i, least stable version ii.


Version i
ORCA calculation (ωB97M-V/def2-TZVPD) on a structure of composition C6H6N2O.

HOMO-LUMO gap   8.93 eV
E_LUMO   -0.52 eV
HOMO   -9.45 eV

Structure (ORCA input):
```
! RIJCOSX wB97M-V def2-TZVPD def2/J DEFGRID3
* xyz 0 1
C 0.739 0.960 1.239
C 0.571 0.090 -0.094
C -1.406 -1.338 -0.280
C -1.805 -0.143 -0.699
C -0.568 0.758 -0.771
C 1.869 0.057 -0.668
H -0.111 0.648 1.932
H 0.458 2.101 0.564
H 2.035 1.185 1.738
H 0.959 -2.079 -0.289
H -2.119 -2.201 0.208
H -3.071 0.031 -0.757
N 0.020 -1.347 0.069
N 2.814 -0.728 -1.130
O -0.385 2.006 -1.061
*
```


Version ii
ORCA calculation (ωB97M-V/def2-TZVPD) on the molecule C6H6N2O.

HOMO-LUMO gap   8.06 eV
SMILES   C=C1C=NNC=C1C=O
E_LUMO   0.14 eV
HOMO   -7.92 eV

Structure (ORCA input):
```
! RIJCOSX wB97M-V def2-TZVPD def2/J DEFGRID3
* xyz 0 1
C -0.363 2.127 0.036
C -0.380 0.787 -0.041
C -1.660 0.131 -0.116
N -1.988 -1.070 0.018
N -0.919 -1.891 -0.021
C 0.373 -1.479 -0.046
C 0.696 -0.170 -0.058
C 2.136 0.084 0.037
O 2.973 -0.746 -0.065
H -1.362 2.754 -0.040
H 0.558 2.646 -0.003
H -2.494 0.757 -0.039
H -1.209 -2.793 0.182
H 1.131 -2.311 0.109
H 2.508 1.173 0.047
*
```


Version iii
ORCA calculation (ωB97M-V/def2-TZVPD) on a structure of composition C6H6N2O.

HOMO-LUMO gap   9.87 eV
E_LUMO   0.38 eV
HOMO   -9.49 eV

Structure (ORCA input):
```
! RIJCOSX wB97M-V def2-TZVPD def2/J DEFGRID3
* xyz 0 1
C -1.610 0.805 0.535
C -0.264 0.351 0.214
C 0.184 -0.969 0.427
C 1.616 -1.157 0.233
C 2.368 -0.232 -0.334
C 0.622 1.344 -0.233
H -3.478 -0.738 -1.107
H -1.442 1.938 1.312
H -0.538 -1.626 0.855
H 2.070 -2.301 0.280
H 3.334 -0.533 -0.589
H 0.468 2.504 -0.285
N -2.736 0.300 0.058
N 1.918 1.051 -0.518
O -2.512 -0.737 -0.847
*
```


Stability summary: most stable version ii, least stable version i.